The following is a quantum chemistry calculation of a 12-piece molecular cluster, C27H45N11O4PS overall in a non-equilibrium geometry, from OMol25.

```
89
Properties=species:S:1:pos:R:3:mulliken_charge:R:1
C 3.36 2.53 1.40 -0.50
S 2.45 3.50 0.09 0.30
C 1.11 2.37 -0.42 -0.76
C -0.16 3.11 -0.85 -0.73
C -0.83 3.72 0.39 -0.27
C -2.30 4.03 0.19 -0.01
O -2.72 5.05 0.51 -0.47
O -3.10 3.07 -0.38 -0.45
P 3.91 3.76 -1.51 0.30
O 4.74 5.12 -1.18 -0.42
O 5.02 2.57 -1.33 -0.41
H 4.40 2.78 1.27 0.49
H 2.92 2.87 2.34 -0.01
H 3.12 1.47 1.25 0.18
H 0.83 1.81 0.47 0.48
H 1.44 1.62 -1.14 0.55
H 0.04 3.85 -1.63 0.34
H -0.80 2.34 -1.30 0.36
H -0.35 4.67 0.64 0.42
H -0.70 3.06 1.26 0.37
H -3.09 2.31 0.21 0.33
H 5.18 5.09 -0.31 0.35
H 5.67 2.79 -0.64 0.32
C 1.47 -1.60 -1.83 -0.63
C 1.96 -1.16 -0.53 0.38
N 2.33 -0.76 0.48 -0.53
H 2.24 -1.56 -2.59 0.32
H 1.11 -2.63 -1.79 0.14
H 0.63 -0.99 -2.17 0.28
C 2.52 -6.05 -2.37 -0.55
C 1.36 -5.26 -2.73 0.54
N 0.44 -4.63 -3.02 -0.52
H 3.44 -5.47 -2.43 0.02
H 2.44 -6.43 -1.35 0.17
H 2.64 -6.91 -3.03 0.34
C 6.50 -4.04 -4.01 -0.85
C 6.04 -5.16 -3.21 0.47
N 5.67 -6.04 -2.57 -0.43
H 6.57 -3.12 -3.42 0.25
H 7.49 -4.23 -4.43 0.32
H 5.82 -3.84 -4.84 0.28
C -6.16 3.73 -1.53 -0.17
C -6.73 2.46 -1.95 0.38
N -7.18 1.45 -2.28 -0.44
H -5.78 4.29 -2.38 0.32
H -6.90 4.35 -1.03 0.32
H -5.33 3.58 -0.85 -0.30
C 2.18 2.20 5.67 -0.74
C 1.53 2.47 4.41 0.63
N 0.99 2.68 3.41 -0.50
H 3.19 2.61 5.70 0.36
H 1.63 2.65 6.50 0.33
H 2.25 1.13 5.86 -0.02
C -5.31 3.76 2.19 -0.15
C -5.75 2.38 2.35 0.45
N -6.09 1.29 2.48 -0.43
H -6.15 4.44 2.06 0.33
H -4.75 4.11 3.06 0.18
H -4.67 3.87 1.33 -0.37
C -3.26 3.06 5.35 -0.48
C -2.15 3.84 5.86 0.32
N -1.26 4.46 6.25 -0.40
H -4.22 3.47 5.67 0.32
H -3.27 3.03 4.26 -0.09
H -3.22 2.03 5.70 0.33
C -0.70 -2.61 -6.35 -0.83
C 0.52 -2.21 -5.66 0.40
N 1.48 -1.90 -5.12 -0.44
H -0.57 -3.55 -6.88 0.33
H -1.52 -2.74 -5.64 0.19
H -1.00 -1.85 -7.07 0.33
C -0.64 -8.69 -0.99 -0.77
C 0.58 -8.29 -0.31 0.41
N 1.55 -7.97 0.22 -0.44
H -0.51 -9.64 -1.51 0.27
H -1.46 -8.81 -0.29 0.29
H -0.94 -7.94 -1.73 0.26
C -4.89 -0.35 -4.16 -0.68
C -3.54 -0.13 -4.67 0.40
N -2.48 0.05 -5.08 -0.43
H -5.37 0.58 -3.87 0.13
H -5.52 -0.83 -4.90 0.31
H -4.87 -0.99 -3.28 0.27
C 2.95 -1.77 7.80 -0.83
C 1.85 -0.99 7.25 0.46
N 0.98 -0.37 6.82 -0.42
H 3.86 -1.18 7.87 0.28
H 2.70 -2.14 8.79 0.29
H 3.16 -2.63 7.17 0.28
```

Calculated values
E (a.u.): -2698.32868
Total charge: +1

=====

The following is a quantum chemistry calculation of C13H11NO6Pd as an isolated structure, from OMol25.

```
32
Properties=species:S:1:pos:R:3:mulliken_charge:R:1
Pd 0.20 1.01 0.47 -0.30
O 2.79 -0.69 -0.10 -0.44
C 2.78 -1.61 0.96 -0.62
C 3.35 -1.03 2.25 -0.42
C 2.53 0.15 2.78 -1.12
C 1.13 -0.24 3.14 0.83
C 0.82 -0.67 4.42 -0.60
C -0.47 -1.07 4.73 -0.36
C -1.43 -1.02 3.72 -0.57
C -1.06 -0.58 2.46 -0.57
N 0.20 -0.18 2.17 -0.10
H 1.97 -0.14 -0.03 0.34
H 3.38 -2.47 0.65 0.35
H 1.76 -1.97 1.13 0.26
H 4.37 -0.70 2.06 0.34
H 3.39 -1.83 3.00 0.30
H 2.49 0.92 2.00 0.28
H 3.02 0.57 3.67 0.39
H 1.59 -0.68 5.18 0.36
H -0.73 -1.39 5.73 0.37
H -2.45 -1.30 3.90 0.40
H -1.78 -0.47 1.65 0.68
O -4.91 4.76 -0.96 -0.75
C -4.03 3.93 -0.73 0.53
C -2.57 4.10 -0.97 0.14
O -2.03 5.10 -1.46 -0.77
C -1.90 2.88 -0.51 1.11
C -2.91 1.93 -0.04 0.12
O -2.71 0.78 0.40 -0.76
C -4.24 2.58 -0.16 0.18
O -5.32 2.08 0.17 -0.76
O -0.65 2.73 -0.52 -0.85
```

Calculated values
E (a.u.): -1136.05919
Total charge: -2

=====

The following is a quantum chemistry calculation of a 2-piece molecular cluster, C8H15ClN5 overall in a non-equilibrium geometry, from OMol25.

```
29
Properties=species:S:1:pos:R:3:mulliken_charge:R:1
C -1.72 -0.69 -0.45 0.12
C 0.13 0.80 0.96 0.36
C 0.29 1.70 2.94 -0.54
C 1.66 1.86 2.24 -0.58
C 0.13 -0.15 -1.71 -0.27
C -0.52 -0.04 -0.39 0.16
C -2.77 -0.84 0.58 -1.19
C -0.73 -1.39 -3.76 -0.80
N -1.86 -1.22 -1.70 -0.57
N -0.55 0.97 2.01 -0.50
N 1.38 1.31 0.91 0.22
N -0.85 -0.94 -2.41 0.72
N 2.34 0.98 -0.04 -0.64
Cl 1.18 -2.31 0.88 -0.20
H 0.35 1.15 3.88 0.31
H -0.18 2.66 3.15 0.29
H 1.98 2.91 2.16 0.32
H 2.46 1.29 2.73 0.32
H 0.28 0.82 -2.19 0.35
H 1.11 -0.63 -1.68 0.38
H -3.52 -0.05 0.45 0.30
H -2.33 -0.72 1.57 0.35
H -3.26 -1.80 0.48 0.39
H 0.07 -2.13 -3.84 0.33
H -1.67 -1.85 -4.06 0.33
H -0.50 -0.56 -4.42 0.32
H 1.24 -3.30 1.68 0.24
H 3.02 0.31 0.34 0.23
H 2.86 1.82 -0.31 0.24
```

Calculated values
E (a.u.): -1047.47544
Total charge: +1

=====

The following is a quantum chemistry calculation of a 2-piece molecular cluster, C20H22N8O3S overall in a non-equilibrium geometry, from OMol25.

```
54
Properties=species:S:1:pos:R:3:mulliken_charge:R:1
N 2.83 5.05 -1.58 -0.58
C 3.23 3.96 -1.72 -0.73
C 3.71 2.63 -1.92 0.66
C 3.43 1.53 -1.13 0.00
C 2.58 1.45 0.06 0.65
C 2.56 2.44 1.06 -0.54
C 1.70 2.30 2.16 -0.79
C 0.87 1.18 2.27 -0.53
C 0.89 0.19 1.28 0.44
C 0.06 -1.02 1.33 -0.35
O -0.58 -1.37 2.32 -0.64
C 1.74 0.34 0.19 -0.36
N 4.05 0.44 -1.73 -0.01
C 4.67 0.82 -2.90 -0.33
N 5.31 0.05 -3.76 -0.77
C 5.75 0.69 -4.82 0.21
N 6.43 -0.04 -5.69 -0.45
N 5.67 1.97 -5.09 -0.64
C 5.04 2.68 -4.19 0.72
N 4.93 3.98 -4.51 -0.47
C 4.49 2.16 -3.05 0.80
H 3.20 3.31 0.98 0.50
H 1.69 3.07 2.92 0.42
H 0.21 1.09 3.13 0.47
H 0.04 -1.67 0.47 0.41
H 1.74 -0.41 -0.60 0.45
H 4.05 -0.51 -1.38 0.26
H 7.04 0.54 -6.24 0.27
H 6.80 -0.87 -5.24 0.26
H 5.11 4.15 -5.49 0.27
H 4.17 4.48 -4.05 0.21
C -5.46 -4.95 1.80 -0.96
N -4.84 -3.63 1.96 -0.12
C -4.95 -2.63 1.08 0.13
O -5.58 -2.76 0.03 -0.69
C -4.25 -1.29 1.39 0.50
C -3.32 -0.88 0.24 -1.32
S -2.57 0.75 0.55 -0.15
N -3.50 -1.31 2.65 0.16
C -3.99 -1.16 3.88 0.74
C -5.46 -0.86 4.08 -1.14
O -3.27 -1.29 4.86 -0.67
H -5.38 -5.52 2.73 0.35
H -4.97 -5.49 1.00 0.29
H -6.52 -4.83 1.55 0.31
H -4.28 -3.47 2.78 0.27
H -5.04 -0.54 1.45 0.37
H -2.53 -1.63 0.13 0.43
H -3.89 -0.84 -0.69 0.48
H -3.67 1.49 0.41 0.13
H -2.49 -1.41 2.60 0.13
H -6.07 -1.65 3.64 0.31
H -5.66 -0.80 5.15 0.33
H -5.70 0.10 3.62 0.30
```

Calculated values
SMILES string: N#Cc1c(-c2cccc(C=O)c2)[nH]c2nc(N)nc(N)c12.CNC(=O)[C@H](CS)NC(C)=O
E (a.u.): -1837.38093

=====

The following is a quantum chemistry calculation of an isolated ion of composition C5H7N2S and charge +1 in a non-equilibrium geometry, from OMol25.

```
15
Properties=species:S:1:pos:R:3:mulliken_charge:R:1
C -0.60 -0.53 1.56 0.35
N -0.32 0.64 1.61 -0.41
C 0.04 1.33 0.07 0.00
C 1.14 0.38 -0.28 -0.74
C 0.67 -1.12 -0.29 -0.90
C -0.72 -1.28 0.35 0.03
S -1.90 -0.32 -0.74 0.10
N -1.09 1.18 -0.71 -0.18
H 0.26 2.31 0.42 0.45
H 1.47 0.61 -1.24 0.41
H 1.82 0.37 0.56 0.38
H 0.48 -1.40 -1.32 0.36
H 1.29 -1.81 0.35 0.40
H -0.82 -2.38 0.37 0.38
H -1.70 2.03 -0.72 0.36
```

Calculated values
SMILES string: C1#[N+][C@H]2CC[C@@H]1SN2
E (a.u.): -702.04101
Total charge: +1

=====

The following is a quantum chemistry calculation of C38H35FeN5O2P2 as an isolated structure in a non-equilibrium geometry, from OMol25.

```
83
Properties=species:S:1:pos:R:3:mulliken_spin:R:1
Fe 0.00 0.57 0.26 4.15
C -0.18 -2.94 0.12 0.02
P 1.13 -1.67 -0.03 0.04
C 1.77 -1.90 -1.72 -0.03
C 1.76 -0.81 -2.59 0.03
C 2.15 -0.97 -3.91 0.00
C 2.53 -2.22 -4.37 0.00
C 2.56 -3.31 -3.51 0.00
C 2.18 -3.15 -2.18 0.00
C 2.42 -2.32 1.09 0.01
C 3.75 -2.44 0.71 0.01
C 4.71 -2.90 1.62 0.00
C 4.34 -3.20 2.92 0.01
C 3.02 -3.04 3.33 0.00
C 2.07 -2.60 2.42 0.01
C -1.51 -2.25 0.01 0.00
C -2.76 -2.79 -0.16 0.01
C -3.66 -1.70 -0.30 0.01
C -2.90 -0.56 -0.22 0.01
C -3.31 0.87 -0.42 0.03
P -2.10 1.93 0.46 0.11
C -1.15 2.68 -0.99 -0.09
C -1.75 3.36 -2.17 -0.02
C -0.92 4.00 -2.99 0.01
C 0.51 4.14 -2.67 -0.01
C 0.98 3.90 -1.44 0.00
C -0.03 3.55 -0.37 0.07
C -3.07 2.90 1.65 0.02
C -4.04 2.21 2.38 0.03
C -4.61 2.78 3.51 -0.02
C -4.21 4.04 3.93 0.03
C -3.24 4.73 3.22 -0.02
C -2.67 4.16 2.10 0.03
N -1.58 -0.87 0.00 0.10
H -0.07 -3.46 1.08 0.00
H -0.06 -3.69 -0.66 0.00
H 1.41 0.15 -2.24 0.02
H 2.13 -0.13 -4.58 0.00
H 2.81 -2.35 -5.41 0.00
H 2.85 -4.29 -3.87 0.00
H 2.21 -4.00 -1.51 0.00
H 4.05 -2.19 -0.30 0.00
H 5.73 -3.03 1.30 0.00
H 5.08 -3.58 3.62 0.00
H 2.73 -3.26 4.35 0.00
H 1.04 -2.48 2.74 0.00
H -3.00 -3.84 -0.19 0.00
H -4.72 -1.75 -0.47 0.00
H -4.33 1.07 -0.09 0.01
H -3.24 1.14 -1.48 0.00
H -2.80 3.23 -2.41 0.00
H -1.27 4.43 -3.92 0.00
H 1.19 4.46 -3.45 0.00
H 2.02 4.04 -1.19 0.00
H -0.46 4.51 -0.02 0.00
H -4.34 1.22 2.07 0.00
H -5.37 2.24 4.06 0.00
H -4.66 4.48 4.82 0.00
H -2.93 5.71 3.55 0.00
H -1.91 4.72 1.55 0.01
N 1.26 0.39 4.21 0.00
C -0.05 0.15 4.54 0.00
C -0.72 0.02 3.36 0.02
N 0.18 0.18 2.33 0.03
C 1.36 0.41 2.87 -0.03
C 2.51 0.66 2.02 0.00
N 2.36 0.85 0.73 -0.01
C 3.62 1.06 0.21 -0.01
C 4.53 0.98 1.22 0.00
N 3.82 0.73 2.36 0.00
H 2.00 0.56 4.88 0.00
H -0.40 0.10 5.56 0.00
H -1.76 -0.18 3.17 0.00
H 3.77 1.23 -0.84 0.00
H 5.61 1.06 1.22 0.00
H 4.21 0.55 3.27 0.00
C 1.71 4.51 1.67 0.02
O 1.03 3.23 1.77 -0.03
C 0.35 2.72 0.81 0.21
O -0.57 1.44 -1.34 0.18
H 1.98 4.80 2.68 0.00
H 1.07 5.27 1.22 0.00
H 2.60 4.38 1.07 0.00
```

Calculated values
⟨S²⟩: 8.775
Multiplicity: 6
E (a.u.): -3839.44218
Total charge: +1

=====

The following is a quantum chemistry calculation of one molecule with the formula C3H9N5O in a non-equilibrium geometry, from OMol25.

```
18
Properties=species:S:1:pos:R:3:mulliken_charge:R:1
N 2.05 -0.51 -1.19 -0.92
N 1.04 -0.25 -0.28 0.06
C 0.19 -1.11 0.14 0.49
N 0.11 -2.45 -0.16 -0.47
C -0.92 -0.39 0.84 -0.98
C -0.43 1.08 0.57 0.96
N 0.29 1.63 1.60 -0.50
N -0.79 1.86 -0.39 -0.66
O -2.14 1.70 -0.83 -0.39
H 2.43 0.38 -1.52 0.25
H 1.76 -1.08 -1.98 0.20
H 0.66 -2.77 -0.94 0.19
H -0.78 -2.89 -0.04 0.23
H -0.97 -0.65 1.90 0.32
H -1.88 -0.54 0.34 0.39
H 0.63 2.56 1.41 0.27
H 1.00 1.01 1.97 0.23
H -2.26 2.42 -1.45 0.33
```

Calculated values
SMILES string: N/N=C(\N)C/C(N)=N\O
E (a.u.): -468.61182

=====

The following is a quantum chemistry calculation of C10H9NO2S as an isolated structure in a non-equilibrium geometry, from OMol25.

```
23
Properties=species:S:1:pos:R:3:mulliken_charge:R:1
C 2.46 -0.53 -1.89 -0.40
C 2.48 0.72 -2.49 -0.29
C 2.03 -0.81 -0.54 -0.70
C 2.03 1.81 -1.77 -0.39
C 1.74 0.33 0.21 -0.07
C 1.65 1.58 -0.45 0.52
C 1.43 0.74 1.59 0.61
C -1.87 0.50 -0.33 -0.35
C -2.41 -0.32 0.69 0.61
C -3.36 -1.86 2.24 -0.76
N -3.40 -0.91 1.13 -0.52
O 1.35 0.30 2.70 -0.52
O -1.08 -0.03 0.76 -0.25
S 1.32 2.52 1.00 -0.25
H 2.68 -1.31 -2.65 0.28
H 2.77 0.88 -3.52 0.40
H 2.06 -1.79 -0.14 0.50
H 2.04 2.81 -2.29 0.32
H -1.88 0.15 -1.35 0.25
H -1.98 1.62 -0.17 0.17
H -3.38 -2.73 1.63 0.32
H -2.39 -1.80 2.86 0.26
H -4.30 -1.85 2.77 0.27
```

Calculated values
E (a.u.): -989.74707

=====

Q: Number 2 is which compound?
A: C13H11NO6Pd